Entry 1:
Below is an isolated molecule of C7H10O2Si2 in a non-equilibrium geometry, with properties calculated with wB97M-V/def2-TZVPD.

Cartesian coordinates (Å):
C -2.63 1.36 -0.21
C -1.56 2.24 0.10
C -2.39 0.01 -0.26
C -0.30 1.68 0.04
C -1.14 -0.58 -0.02
C -0.11 0.30 0.07
C -0.97 -2.06 0.27
O 3.06 0.66 1.07
O 2.74 -0.46 -0.92
Si 3.89 0.71 -0.33
Si 1.94 -0.57 0.50
H -3.51 1.88 -0.34
H -1.84 3.22 0.15
H -3.05 -0.79 -0.44
H 0.54 2.23 0.11
H 0.06 -2.27 0.16
H -1.32 -2.33 1.38
H -1.51 -2.78 -0.51
H 4.08 2.14 -0.61
H 5.01 -0.12 -0.65
H 2.34 -1.76 1.47

Calculated values
**Charge**: 0
**Energy relative to the best compared isomer or geometry (same formula, charge and spin)**: 0.9197 eV
**Molecular weight**: 182.327 g/mol
**Total energy**: -1002.2402 hartree
**HOMO level**: -9.3 eV
**Kohn-Sham gap**: 9.8 eV


Entry 2:
Below is an isolated molecule of C7H10S in a non-equilibrium geometry, with properties calculated with wB97M-V/def2-TZVPD.

Cartesian coordinates (Å):
C -2.44 1.00 1.45
C -1.67 0.28 0.67
C -0.42 0.89 -0.15
S -0.67 0.31 -2.00
C 0.92 -0.66 -1.91
C 0.99 -0.92 -0.49
C 1.73 -0.72 0.87
C 0.95 0.43 0.18
H -3.05 0.42 2.22
H -2.54 2.02 1.31
H -1.83 -0.87 0.50
H -0.59 1.97 -0.19
H 1.06 -1.73 -2.35
H 1.85 0.07 -2.21
H -0.04 -1.50 -0.35
H 1.18 -1.39 1.63
H 2.86 -0.75 1.10
H 1.72 1.15 -0.27

Calculated values
**Charge**: 0
**Energy relative to the best compared isomer or geometry (same formula, charge and spin)**: 5.0779 eV
**Molecular weight**: 126.224 g/mol
**Total energy**: -670.7169 hartree
**HOMO level**: -8.6 eV
**SMILES**: C=C[C@@H]1SC[C@H]2C[C@@H]21
**Kohn-Sham gap**: 9.5 eV


Entry 3:
Below is an isolated molecule of C7H10S in a non-equilibrium geometry, with properties calculated with wB97M-V/def2-TZVPD.

Cartesian coordinates (Å):
C -2.85 -1.40 -0.10
C -3.27 -0.28 0.38
C 1.54 1.06 0.45
C -0.77 0.12 0.23
C 2.74 0.27 -0.17
C -1.96 -0.30 -0.52
C 0.23 0.82 -0.33
S 2.49 -1.65 -0.03
H -2.83 -2.46 -0.05
H -4.05 0.21 0.79
H 1.43 0.79 1.43
H 1.93 2.08 0.44
H -0.66 -0.17 1.28
H 1.15 -1.27 0.15
H 2.81 0.44 -1.35
H 3.74 0.54 0.23
H -1.99 0.05 -1.52
H 0.33 1.15 -1.32

Calculated values
**Charge**: 0
**Multiplicity**: 3
**Energy relative to the best compared isomer or geometry (same formula, charge and spin)**: 2.7987 eV
**Molecular weight**: 126.224 g/mol
**Total energy**: -670.6054 hartree
**HOMO level (spin up / spin down)**: -5.0 / -8.9 eV
**Kohn-Sham gap (spin up / spin down)**: 6.0 / 6.8 eV


Entry 4:
Below is an isolated molecule of C7H11B in a non-equilibrium geometry, with properties calculated with wB97M-V/def2-TZVPD.

Cartesian coordinates (Å):
C 2.28 -1.18 -0.43
B 1.25 -0.23 0.31
C 0.87 1.06 0.96
C 0.02 1.98 -0.20
C -1.06 1.02 -0.74
C -1.18 -0.03 0.09
C -2.09 -1.22 -0.12
C -0.06 -0.17 1.04
H 3.19 -0.76 -0.87
H 1.81 -1.77 -1.24
H 2.65 -1.91 0.26
H 0.92 1.77 1.70
H 0.93 2.25 -0.90
H -0.40 2.98 0.26
H -1.70 1.28 -1.56
H -2.89 -0.92 -0.76
H -2.63 -1.58 0.80
H -1.55 -2.01 -0.58
H -0.35 -0.57 1.96

Calculated values
**Charge**: 0
**Energy relative to the best compared isomer or geometry (same formula, charge and spin)**: 0.4835 eV
**Molecular weight**: 105.977 g/mol
**Total energy**: -298.0656 hartree
**HOMO level**: -8.3 eV
**SMILES**: CB1[C@H]2CC=C(C)[C@@H]12
**Kohn-Sham gap**: 9.0 eV


Entry 5:
Below is the ion C7H11BN3O2 with charge +1 in a non-equilibrium geometry, with properties calculated with wB97M-V/def2-TZVPD.

Cartesian coordinates (Å):
B 1.45 -1.67 0.71
C -2.65 -1.71 0.78
C -3.11 -0.51 0.39
C -1.26 -2.10 0.77
C -2.43 0.71 -0.08
C -0.12 -1.49 0.58
C -1.17 0.88 0.15
C 0.95 1.48 -0.69
N 2.06 2.31 -0.68
N 0.77 0.64 -1.69
N -0.16 1.76 -0.01
O 2.20 -0.65 0.29
O 1.81 -2.75 1.36
H -3.36 -2.33 1.08
H -4.16 -0.38 0.48
H -1.03 -3.20 0.69
H -3.02 1.49 -0.56
H 2.89 1.69 -0.77
H 2.12 2.68 0.32
H 1.52 0.32 -2.31
H -0.05 0.17 -1.90
H -0.15 2.65 0.68
H 3.05 -0.76 0.72
H 2.72 -3.08 1.24

Calculated values
**Charge**: +1
**Energy relative to the best compared isomer or geometry (same formula, charge and spin)**: 2.1251 eV
**Molecular weight**: 179.996 g/mol
**Total energy**: -612.6240 hartree
**HOMO level (spin up / spin down)**: -11.3 / -11.2 eV
**Kohn-Sham gap (spin up / spin down)**: 7.8 / 7.5 eV


Entry 6:
Below is an isolated molecule of C7H11Br in a non-equilibrium geometry, with properties calculated with wB97M-V/def2-TZVPD.

Cartesian coordinates (Å):
Br -3.11 -0.75 2.25
C -3.16 -0.48 0.24
C -2.12 0.56 -0.23
C -0.72 0.02 0.11
C 0.38 -0.13 -0.75
C 1.74 -0.58 -0.25
C 2.94 0.27 -0.66
C 2.55 0.12 0.82
H -2.90 -1.39 -0.29
H -4.14 -0.02 -0.15
H -2.41 0.86 -1.26
H -2.16 1.52 0.36
H -0.66 -0.18 1.20
H 0.10 0.08 -1.81
H 1.77 -1.65 -0.25
H 2.80 1.25 -1.14
H 3.87 -0.23 -0.98
H 2.19 1.12 1.22
H 3.04 -0.38 1.57

Calculated values
**Charge**: 0
**Energy relative to the best compared isomer or geometry (same formula, charge and spin)**: 0.8214 eV
**Molecular weight**: 175.069 g/mol
**Total energy**: -2847.2435 hartree
**HOMO level**: -9.1 eV
**SMILES**: BrCC/C=C/C1CC1
**Kohn-Sham gap**: 9.9 eV